51
Properties=species:S:1:pos:R:3 method="wB97M-V/def2-TZVPD" charge=+1 orbital_gap_ev=7.24 e_homo_ev=-11.540 e_lumo_ev=-4.3
H 5.153 0.615 -0.750
C -2.389 1.658 -4.274
N 0.658 -0.722 1.993
C 4.387 2.237 0.421
C 0.347 -3.193 -1.373
C -0.858 1.194 2.237
H -4.584 2.028 -0.927
S -0.578 -2.938 0.066
O -1.397 2.021 2.956
C 2.890 -0.883 -1.005
C -2.891 -1.288 -1.671
C 1.478 -0.545 4.651
N -0.060 -4.154 -2.210
C 2.048 2.071 0.882
H -0.815 -4.759 -1.930
C 0.165 0.225 2.808
N 1.941 0.921 0.217
C -0.677 0.978 -2.761
C 3.056 0.383 -0.330
C 0.535 0.331 4.144
H 1.922 -2.347 1.825
H -5.683 0.420 -2.477
H -2.834 2.110 1.059
C 4.291 1.039 -0.261
H -2.386 -2.238 -1.826
C 1.555 -1.575 2.497
N -1.454 1.688 -3.386
H 0.486 -4.388 -3.022
N 1.730 -1.461 -0.941
C -2.881 0.759 -0.619
H 5.327 2.767 0.475
H 0.069 1.099 4.741
H -1.781 2.573 -0.296
N -2.270 -0.412 -0.867
N -3.257 1.698 -5.025
C -4.114 -1.034 -2.266
N 1.465 -2.545 -1.667
H 1.794 -0.467 5.680
H 1.133 2.466 1.315
C -4.119 1.083 -1.167
C 3.247 2.752 1.030
H -4.575 -1.771 -2.905
C -2.151 1.713 0.293
C -4.738 0.182 -2.015
H 2.736 -2.216 4.174
N -1.056 1.005 0.929
Zr -0.001 -0.377 -0.170
C 1.999 -1.518 3.810
H 3.713 -1.306 -1.574
N 0.138 0.446 -2.077
H 3.288 3.673 1.590